C26H44BN11O6S | ωB97M-V/def2-TZVPD

Geometry (Å):
O: 1.628 4.671 -1.874
S: 0.512 3.808 -2.199
O: 0.448 2.727 -0.969
C: -0.645 2.748 -0.022
C: -0.527 1.498 0.842
C: -1.524 0.427 0.386
O: -2.757 0.516 1.100
O: -0.812 4.664 -1.885
C: -1.956 4.292 -2.721
B: -3.209 3.984 -1.790
O: -4.141 3.019 -2.167
O: -3.324 4.693 -0.629
H: -0.640 3.677 0.542
H: -1.590 2.680 -0.571
H: 0.500 1.133 0.816
H: -0.783 1.766 1.869
H: -1.117 -0.567 0.547
H: -1.738 0.568 -0.673
H: -3.142 1.385 0.948
H: -1.714 3.418 -3.332
H: -2.157 5.112 -3.410
H: -3.809 2.118 -2.024
H: -3.684 4.139 0.078
C: 2.398 -1.226 -1.011
C: 1.170 -1.841 -0.532
N: 0.185 -2.312 -0.173
H: 3.249 -1.833 -0.710
H: 2.372 -1.144 -2.097
H: 2.505 -0.232 -0.578
C: 1.008 -2.612 3.925
C: 2.112 -2.550 2.974
N: 2.963 -2.518 2.204
H: 0.295 -3.368 3.605
H: 1.380 -2.864 4.915
H: 0.501 -1.651 3.973
C: -4.027 -1.806 -2.719
C: -3.808 -0.412 -2.358
N: -3.640 0.683 -2.064
H: -4.598 -2.300 -1.936
H: -4.575 -1.862 -3.657
H: -3.067 -2.307 -2.830
C: 4.792 4.758 -1.371
C: 5.863 3.845 -1.749
N: 6.704 3.112 -2.025
H: 4.498 5.369 -2.221
H: 3.922 4.195 -1.040
H: 5.132 5.404 -0.563
C: 5.552 0.047 -2.802
C: 4.221 -0.547 -2.811
N: 3.173 -1.019 -2.813
H: 6.170 -0.446 -2.054
H: 6.015 -0.062 -3.780
H: 5.485 1.104 -2.556
C: -1.350 -5.790 5.887
C: -1.153 -4.368 6.148
N: -1.000 -3.250 6.361
H: -1.818 -6.260 6.747
H: -1.990 -5.925 5.020
H: -0.388 -6.266 5.701
C: -5.736 -5.237 7.197
C: -4.930 -6.098 6.340
N: -4.296 -6.772 5.661
H: -6.306 -4.540 6.586
H: -6.423 -5.843 7.785
H: -5.090 -4.674 7.869
C: -0.731 6.139 -6.575
C: -2.066 6.055 -5.993
N: -3.114 5.995 -5.528
H: -0.037 6.549 -5.844
H: -0.394 5.147 -6.869
H: -0.751 6.784 -7.451
C: -5.967 2.432 2.548
C: -4.571 2.831 2.437
N: -3.464 3.123 2.342
H: -6.038 1.347 2.499
H: -6.375 2.781 3.494
H: -6.534 2.869 1.727
C: 6.365 -2.775 1.788
C: 5.950 -2.426 0.437
N: 5.622 -2.156 -0.629
H: 6.476 -1.870 2.383
H: 5.605 -3.406 2.244
H: 7.314 -3.306 1.759
C: 3.421 -4.208 -3.299
C: 3.273 -5.233 -4.327
N: 3.155 -6.038 -5.137
H: 2.621 -3.476 -3.377
H: 3.389 -4.669 -2.313
H: 4.372 -3.696 -3.421

HOMO level: -0.29658 hartree
HOMO-LUMO gap: 0.310 hartree
max |F|: 11.700 eV/A
2S+1: 1
total energy: -67857.3856 eV
lowest unoccupied orbital energy: 0.4 eV

These are the Mulliken partial charges, in e, on atoms 1 to 6: number 1, O, carries -0.532; number 2, S, carries 0.522; number 3, O, carries -0.290; number 4, C, carries 0.608; number 5, C, carries -0.692; number 6, C, carries 0.058